1.
This record from OMol25 describes a molecular structure, C42H65BN6O2PTi in a non-equilibrium geometry. The level of theory is ωB97M-V with the def2-TZVPD basis set.

Cartesian coordinates (Å):
Ti: -0.30073 0.54017 -0.84036
C: 2.40878 0.93685 0.61440
C: 3.16364 1.05126 -0.69539
C: 2.71949 0.25506 -1.89520
C: 3.57564 0.21821 -2.99334
C: 3.23294 -0.53660 -4.09600
C: 2.04494 -1.24854 -4.07092
C: 1.23269 -1.13823 -2.95960
N: 1.55376 -0.39073 -1.88840
N: 1.13320 1.68164 0.82805
C: 1.21217 3.08902 0.40060
C: 1.09664 3.26345 -1.09206
C: 1.73727 4.30787 -1.74278
C: 1.62257 4.41667 -3.12024
C: 0.88985 3.45713 -3.80717
C: 0.29033 2.43793 -3.09314
N: 0.37448 2.35368 -1.75500
C: 0.97712 1.61553 2.29001
C: -0.29495 2.05722 2.98081
C: -0.50005 1.56786 4.27064
C: -1.61898 1.96669 4.97490
C: -2.50704 2.84719 4.37277
C: -2.22252 3.28154 3.09319
N: -1.14162 2.90099 2.40554
H: 3.11798 1.27355 1.38466
H: 2.20112 -0.11964 0.81052
H: 4.16699 0.68473 -0.45773
H: 3.31678 2.09419 -0.98364
H: 4.50267 0.77712 -2.96612
H: 3.88647 -0.57965 -4.95796
H: 1.73736 -1.87459 -4.89699
H: 0.28579 -1.65762 -2.90607
H: 2.14086 3.55759 0.75645
H: 0.38010 3.61005 0.87898
H: 2.31756 5.01688 -1.16630
H: 2.10173 5.22995 -3.64908
H: 0.77763 3.48602 -4.88190
H: -0.31261 1.67639 -3.57861
H: 1.80648 2.16684 2.75998
H: 1.14985 0.57634 2.57766
H: 0.21301 0.87933 4.70849
H: -1.80032 1.59709 5.97551
H: -3.39780 3.19030 4.87964
H: -2.89016 3.96851 2.58442
N: -2.22704 1.63345 -0.05273
C: -3.35617 0.80881 0.41489
C: -2.99072 -0.15692 1.53119
C: -2.10200 -1.32274 1.12803
N: -0.69486 -0.90816 0.92915
H: -1.97779 2.31968 0.65990
H: -2.53060 2.15168 -0.87304
H: -3.71871 0.23395 -0.43929
H: -4.18280 1.44172 0.75580
H: -3.92634 -0.57944 1.90558
H: -2.55133 0.38190 2.38024
H: -2.45399 -1.75349 0.19035
H: -2.15942 -2.10226 1.89405
H: -0.12432 -1.74025 0.78069
H: -0.36103 -0.51064 1.80344
C: 4.82745 -4.06094 -0.29895
C: 3.35818 -4.47090 -0.43707
C: 3.19182 -5.95684 -0.11682
C: 2.93949 -4.23660 -1.89390
P: 2.29035 -3.30782 0.58199
C: 0.69956 -4.22925 0.59209
C: -0.22144 -3.85686 -0.39089
C: -1.44791 -4.49691 -0.51750
C: -1.78290 -5.52216 0.35187
C: -0.88451 -5.90415 1.34102
C: 0.34342 -5.27082 1.45343
C: 2.91918 -3.25487 2.36396
C: 1.77364 -2.64180 3.18229
C: 3.39458 -4.54107 3.04562
C: 4.09256 -2.25038 2.38523
H: 5.42134 -4.60364 -1.03915
H: 5.23469 -4.29802 0.68254
H: 4.96598 -2.99162 -0.48042
H: 3.86013 -6.54158 -0.75636
H: 2.17195 -6.29086 -0.31034
H: 3.43430 -6.19510 0.91822
H: 3.54162 -4.87450 -2.54758
H: 3.09717 -3.19724 -2.18889
H: 1.88964 -4.48858 -2.06071
H: 0.01232 -3.03762 -1.06456
H: -2.13680 -4.15914 -1.28076
H: -2.73936 -6.02152 0.26489
H: -1.13713 -6.70637 2.02275
H: 1.03109 -5.60474 2.21716
H: 0.87448 -3.25783 3.18391
H: 1.51005 -1.65379 2.78949
H: 2.10059 -2.50914 4.21746
H: 2.59938 -5.26969 3.19584
H: 3.79320 -4.29288 4.03445
H: 4.19608 -5.02330 2.48949
H: 4.16706 -1.79433 3.37667
H: 3.96156 -1.44909 1.65381
H: 5.04526 -2.73523 2.17948
C: -2.57965 -2.74866 -4.51567
C: -3.31508 -1.89794 -3.48686
C: -4.54785 -2.64580 -3.00323
O: -2.42119 -1.74004 -2.36085
B: -1.88379 -0.44759 -2.32542
O: -2.51776 0.31815 -3.30887
C: -3.57791 -0.42444 -3.95110
C: -4.89713 0.15826 -3.45920
C: -3.46590 -0.19791 -5.45072
H: -2.34729 -3.71881 -4.07370
H: -1.64062 -2.27892 -4.81266
H: -3.17926 -2.91731 -5.41109
H: -4.25833 -3.64766 -2.68197
H: -5.28995 -2.75087 -3.79676
H: -5.01265 -2.13998 -2.15832
H: -4.99608 0.06638 -2.37698
H: -5.75518 -0.32814 -3.92510
H: -4.92661 1.21860 -3.71238
H: -2.49114 -0.49860 -5.83056
H: -3.59937 0.86402 -5.65944
H: -4.23642 -0.74695 -5.99567

Cartesian forces, eV/Å:
-0.5 -0.6 0.7
0.1 0.0 0.1
0.1 0.1 0.0
0.1 0.1 -0.1
0.0 0.0 0.1
0.1 0.0 -0.1
-0.2 -0.1 0.0
0.2 -0.1 0.0
-0.3 0.2 0.0
0.2 -0.2 -0.2
0.0 0.1 0.0
0.3 0.1 0.1
-0.1 0.0 0.0
0.0 0.0 0.0
0.0 -0.1 0.0
-0.2 0.2 -0.1
0.1 0.1 -0.1
0.0 0.0 0.1
0.0 -0.1 0.0
0.0 -0.1 0.0
0.0 0.0 0.0
0.0 0.0 0.0
0.0 0.0 0.0
0.0 0.1 0.0
0.0 0.0 0.0
0.0 0.0 0.0
0.0 0.0 0.0
0.0 0.0 0.0
0.0 0.0 0.0
0.0 0.0 0.0
0.0 0.0 0.0
0.0 0.0 0.0
0.0 0.0 0.0
0.0 0.0 0.0
0.0 0.0 0.0
0.0 0.0 0.0
0.0 0.0 0.0
0.0 0.0 0.0
0.0 0.1 0.0
0.0 0.0 0.0
0.0 0.0 0.0
0.0 0.0 0.0
0.0 0.0 0.0
0.0 0.0 0.0
0.2 0.0 -0.1
0.0 0.1 0.0
0.0 0.0 0.1
0.0 -0.1 0.0
0.0 0.2 -0.1
0.0 -0.1 -0.1
0.0 -0.1 0.0
0.0 0.0 0.0
0.0 0.0 0.0
0.0 0.0 0.0
0.0 0.0 0.0
0.0 0.0 0.0
0.0 0.0 0.0
0.0 0.0 0.0
0.0 0.0 0.0
0.0 0.0 0.0
0.1 0.0 0.0
0.0 0.0 0.0
0.0 0.0 0.0
0.0 0.0 0.0
0.0 0.0 0.0
0.0 0.0 0.0
0.0 0.0 0.0
0.0 0.0 0.0
0.0 0.0 0.0
0.0 0.0 0.0
0.0 0.0 0.0
0.0 0.1 0.0
0.0 0.0 0.0
0.0 0.0 0.0
0.0 0.0 0.0
0.0 0.0 0.0
0.0 0.0 0.0
0.0 0.0 0.0
0.0 0.0 0.0
0.0 0.0 0.0
0.0 0.0 0.0
0.0 0.0 0.0
0.0 0.0 0.0
0.0 0.0 0.0
0.0 0.0 0.0
0.0 0.0 0.0
0.0 0.0 0.0
-0.1 0.0 0.0
0.0 0.0 0.0
0.0 0.0 0.0
0.0 0.0 0.0
0.1 0.0 0.0
0.0 0.0 0.0
0.0 0.0 0.0
0.0 0.0 0.0
0.0 0.0 0.0
0.0 0.0 0.0
0.1 0.0 0.0
0.0 0.0 0.0
0.0 0.0 0.0
0.0 0.0 0.0
0.2 0.1 0.1
0.0 0.0 -0.1
0.0 0.0 -0.1
0.0 0.0 0.1
0.0 0.0 0.0
0.0 0.0 0.0
0.0 0.0 0.0
0.0 0.0 0.0
0.0 0.0 0.0
0.0 0.0 0.0
0.0 0.0 0.0
0.0 0.0 0.0
0.0 0.0 0.0
0.0 0.0 0.0
0.0 0.0 0.0
0.0 0.0 0.0
0.0 0.0 0.0

Results
- Energy relative to the best compared isomer or geometry (same formula, charge and spin): 0.00 kJ/mol
- HOMO-LUMO gap (spin up / spin down): 6.20 / 7.38 eV
- Multiplicity: 3
- E_HOMO (spin up / spin down): -0.29153 / -0.33883 Ha
- ⟨S²⟩: 2.01
- Maximum force: 1.05 eV Å⁻¹
- Net charge: +1

=====

2.
This record from OMol25 describes a molecular structure, C42H65HfN5O10 in a non-equilibrium geometry. The level of theory is ωB97M-V with the def2-TZVPD basis set.

Cartesian coordinates (Å):
Hf: 1.17693 0.78878 0.51354
C: 0.92859 -5.09277 -4.88445
C: 1.82203 -5.47114 -3.61508
C: 2.60666 -6.84407 -3.84160
C: 3.60032 -6.61813 -5.02869
C: 4.63881 -5.56499 -4.61012
C: 4.06571 -4.17097 -4.24313
N: 2.83961 -4.36735 -3.34127
O: 2.08798 -3.11913 -3.01679
C: 3.78632 -3.41980 -5.57605
C: 5.15268 -3.50796 -3.43270
C: 0.90055 -5.76495 -2.45272
H: 0.47897 -5.99132 -5.30700
H: 1.63918 -4.60910 -5.55469
H: 0.21632 -4.29687 -4.66692
H: 2.00093 -7.68175 -4.18727
H: 3.07592 -7.16754 -2.91248
H: 3.16081 -6.37168 -5.99523
H: 4.08607 -7.56722 -5.25536
H: 5.36501 -5.43061 -5.41179
H: 5.17667 -5.87303 -3.71351
H: 3.63870 -4.07157 -6.43716
H: 4.57611 -2.75470 -5.92529
H: 2.93097 -2.74440 -5.55826
H: 6.03959 -3.48775 -4.06602
H: 5.47964 -4.11786 -2.59055
H: 4.88748 -2.51377 -3.07303
H: 0.34515 -6.68231 -2.64788
H: 0.13623 -4.98787 -2.44525
H: 1.26574 -5.87811 -1.43197
C: -3.45267 1.77646 -4.61642
C: -4.00604 3.17875 -4.17064
C: -5.52344 3.11621 -4.52871
C: -6.31833 4.40446 -4.14022
C: -6.31488 4.58821 -2.63007
C: -4.92936 4.48854 -1.92033
N: -4.08839 3.42730 -2.63040
O: -2.97160 3.01473 -1.90111
C: -5.26076 4.19416 -0.42554
C: -4.30843 5.87810 -1.96707
C: -3.11406 4.03304 -4.97865
H: -3.97066 1.04125 -4.00059
H: -2.37190 1.67274 -4.52004
H: -3.59144 1.38478 -5.62410
H: -5.93918 2.19785 -4.11414
H: -5.59148 3.08086 -5.61601
H: -7.34094 4.53683 -4.49353
H: -5.78122 5.26654 -4.53574
H: -7.08799 3.85322 -2.40604
H: -6.72770 5.59020 -2.51305
H: -4.38799 4.35597 0.20707
H: -5.48025 3.14506 -0.22723
H: -6.16822 4.72424 -0.13637
H: -3.95609 6.24397 -2.93149
H: -3.49346 6.00248 -1.25400
H: -4.91942 6.71270 -1.62322
H: -2.11857 3.91239 -4.55138
H: -3.40450 5.08312 -5.01131
H: -3.16448 3.79345 -6.04080
C: -0.42266 1.15155 7.46767
C: -0.82225 2.15547 6.34739
C: -0.22574 3.48945 6.68875
O: -0.32301 1.78713 5.08951
H: -1.13016 1.36836 8.26801
H: 0.62161 1.18704 7.77806
H: -0.51037 0.09211 7.22685
H: -1.91139 2.19690 6.33511
H: -0.02741 4.15150 5.84586
H: 0.59348 3.47045 7.40750
H: -0.92301 4.05899 7.30319
C: 6.64963 1.89379 4.19306
C: 6.84967 1.59102 2.69468
C: 7.93419 0.52116 2.45071
O: 5.65247 1.49306 1.98754
H: 6.80031 2.94593 4.43468
H: 7.24199 1.18553 4.77236
H: 5.64531 1.65665 4.54408
H: 7.35728 2.45840 2.27270
H: 8.37389 0.48342 1.45404
H: 7.37596 -0.41278 2.51573
H: 8.79268 0.26536 3.07173
C: 3.23799 -8.97285 3.80618
C: 3.83140 -8.15935 2.84401
C: 3.58753 -6.84385 2.77716
C: 2.91294 -6.23125 3.90884
C: 2.63170 -7.03701 5.02330
C: 2.64103 -8.43222 4.90715
N: 2.69885 -4.75351 4.01419
O: 2.33760 -4.16853 2.99975
O: 2.83285 -4.22572 5.09824
H: 3.26603 -10.04901 3.71953
H: 4.23726 -8.62908 1.96024
H: 3.81801 -6.29347 1.87696
H: 2.27647 -6.60550 5.94743
H: 2.35609 -9.01512 5.77054
C: 1.67836 11.27834 3.11480
C: 1.30669 11.50625 1.83708
C: 1.48198 10.41339 0.99099
C: 1.88113 9.12431 1.43142
C: 2.35736 9.00470 2.70957
C: 2.22401 10.07007 3.59041
N: 1.73590 7.88883 0.55138
O: 1.68212 8.01885 -0.66641
O: 1.71786 6.73935 1.03854
H: 1.85762 12.00297 3.89530
H: 1.02508 12.52203 1.60198
H: 1.26546 10.43878 -0.06678
H: 2.73121 8.10353 3.17273
H: 2.61026 10.08005 4.59892
C: -8.52741 -3.51490 1.17813
C: -7.77431 -2.96008 0.16513
C: -6.41793 -2.74154 0.46904
C: -5.83581 -3.23659 1.69538
C: -6.67438 -3.85227 2.59990
C: -8.05507 -3.86257 2.41675
N: -4.40105 -3.09902 2.01007
O: -3.76889 -2.31597 1.24489
O: -3.95721 -3.57539 3.02210
H: -9.57935 -3.67401 0.99233
H: -8.28977 -2.72290 -0.75381
H: -5.79764 -2.25460 -0.26888
H: -6.27185 -4.18775 3.54427
H: -8.78443 -4.28597 3.09141

Cartesian forces, eV/Å:
0.3 0.0 0.4
1.7 0.3 0.9
0.5 -1.4 -0.3
0.2 1.7 -2.3
0.8 -0.3 1.3
-0.5 -0.2 0.1
-0.7 -0.7 -0.2
-3.4 3.5 0.0
3.2 -4.4 -1.2
-0.5 0.7 -0.3
0.4 0.4 0.2
-1.3 0.8 0.3
0.0 0.2 0.0
-0.3 -0.4 -0.5
-0.2 -0.3 0.4
-0.8 0.3 0.4
0.4 0.2 -0.1
-0.6 0.3 0.3
0.4 -0.1 0.2
0.1 0.2 0.1
0.0 -0.5 -0.1
-0.2 -0.4 0.2
0.6 -0.1 0.6
-0.2 -0.2 0.5
0.0 0.5 -0.1
-0.5 0.0 0.2
0.0 0.0 -0.2
0.1 -0.2 -0.3
0.0 0.1 0.4
0.7 0.2 -0.2
-0.2 -1.1 2.1
-2.4 -2.1 -0.1
-0.3 1.7 -1.0
1.9 0.1 0.3
-0.5 -0.2 -1.4
-2.1 -0.1 -0.3
5.3 -1.1 2.2
-4.3 1.5 -2.8
1.0 -1.3 -0.4
1.3 1.1 0.1
0.1 2.6 0.0
0.4 -0.4 0.3
0.0 0.2 0.7
-0.8 1.1 -0.4
-0.1 0.1 0.1
0.1 -0.5 -0.1
0.0 -0.7 -0.2
0.2 0.0 -0.5
0.3 -0.1 1.4
0.0 -0.1 0.8
-0.2 0.6 0.1
-0.1 -0.2 -0.5
0.4 0.4 0.0
0.1 -0.5 -0.2
0.5 -0.6 -0.2
-1.0 -0.5 0.0
0.1 0.3 -0.4
0.2 0.3 0.5
0.2 -0.7 0.2
-0.2 -0.5 -0.1
1.5 -1.4 -1.8
-0.4 1.8 1.4
-0.4 -0.1 1.0
0.3 -0.1 0.5
0.0 0.7 0.1
-0.6 0.1 -0.5
-0.4 0.1 0.0
0.2 -0.4 -0.1
0.6 -0.4 -0.6
-0.7 0.1 0.0
-0.5 -0.6 0.2
-0.5 0.7 -0.3
-0.8 -2.3 -0.7
1.5 -0.5 0.6
0.4 -0.2 0.1
0.6 0.5 0.2
-0.3 0.1 -0.5
0.0 1.0 -0.2
-0.4 0.5 -0.3
-0.2 -0.4 -0.2
-0.1 1.2 0.8
0.4 -0.7 0.1
-0.8 -2.0 -1.1
-1.6 3.0 1.6
1.5 -1.3 -0.1
-0.8 0.8 -0.7
0.8 1.1 0.6
-0.5 -0.1 -0.6
0.5 -0.6 0.4
0.1 -0.4 -0.1
0.2 -0.1 -0.2
0.4 -0.1 0.1
0.1 0.3 0.2
0.0 0.3 -0.1
-0.3 -0.2 -0.2
1.9 -0.9 3.2
0.6 -0.7 -0.6
-0.7 -1.4 -1.4
-0.5 0.8 -0.2
-0.3 -0.8 2.0
-0.2 0.9 -1.6
0.6 -1.8 -0.8
-0.1 1.1 0.9
0.0 2.6 0.5
-1.0 0.9 -0.3
-0.2 -0.2 -0.8
-0.3 0.3 -0.1
0.0 -0.4 -0.6
0.0 -0.4 0.0
-1.5 0.1 -0.3
1.4 -0.1 1.3
0.6 -0.5 0.1
-1.8 0.1 -1.8
0.0 0.5 1.5
0.6 -0.7 -0.8
0.6 2.8 -1.6
-1.0 -1.9 1.4
-0.1 -0.4 -0.2
-0.2 0.1 0.0
0.5 0.3 -0.2
0.3 0.0 0.1
0.2 -0.1 0.0
0.4 0.0 0.5

Results
- Energy relative to the best compared isomer or geometry (same formula, charge and spin): 114.54 kJ/mol
- HOMO-LUMO gap: 1.56 eV
- E_HOMO: -0.20219 Ha
- Maximum force: 5.83 eV Å⁻¹